(one)
Below is a 7-piece molecular cluster, H16O8 overall, with properties calculated with wB97M-V/def2-TZVPD.

Orbital gap   8.89 eV
Multiplicity   1
HOMO energy   -9.1 eV

Last column: Mulliken charge in e.
Element x y z (Å)
O1 3.6591 0.7865 1.9342  -0.6161
O2 -3.7933 -2.7441 -1.0131  -0.6085
O3 -0.5804 0.2709 -0.8369  -0.4699
O4 3.0515 -0.0589 -0.5920  -0.5636
O5 0.9754 3.6662 0.6012  -0.5562
O6 -0.8615 -4.3906 -0.7653  -0.6253
O7 -1.4564 1.6217 -0.6737  -0.4431
O8 -0.6030 0.4629 2.1830  -0.5751
H1 0.1463 -0.3711 -0.8463  0.1645
H2 2.7828 0.7578 -0.9980  0.2969
H3 -0.7015 0.5511 -1.7298  0.3171
H4 -2.3775 1.4103 -0.8632  0.2703
H5 -0.2238 -3.7396 -1.0061  0.3123
H6 -1.3512 2.5400 -0.7099  0.2054
H7 2.7516 -0.8284 -1.1251  0.2805
H8 0.1537 0.2221 1.7119  0.2492
H9 2.9791 1.3517 2.3470  0.3080
H10 1.3501 4.4370 0.2749  0.2801
H11 -1.0247 -0.4166 2.2756  0.3065
H12 -2.8999 -2.8298 -1.3589  0.3034
H13 -3.8469 -2.0439 -0.4600  0.3003
H14 3.4161 -0.0975 2.0928  0.2847
H15 0.2039 3.4856 0.0587  0.2598
H16 -1.7495 -4.0433 -0.5012  0.3188

=====

(two)
Below is H16O8 as an isolated structure, with properties calculated with wB97M-V/def2-TZVPD.

Orbital gap   8.90 eV
Multiplicity   1
HOMO energy   -8.8 eV

Last column: Mulliken charge in e.
Element x y z (Å)
O1 1.3404 3.1449 -1.6110  -0.5990
O2 1.9644 0.0282 1.1559  -0.5401
O3 -0.3341 1.7829 -0.8370  -0.6663
O4 -0.4618 -1.2044 0.7409  -0.5428
O5 2.8430 -2.7441 -1.4617  -0.6147
O6 0.7434 0.1513 2.4421  -0.5872
O7 -4.3439 2.6385 1.9853  -0.6341
O8 -1.5737 -3.5708 -1.1705  -0.6322
H1 -3.4998 2.6905 1.5229  0.3180
H2 0.2343 -0.6335 0.3968  0.1903
H3 -0.0581 0.9008 -0.5639  0.3403
H4 1.2618 0.5894 3.1265  0.3051
H5 2.0610 0.9783 1.2866  0.3626
H6 -5.0003 2.6833 1.2809  0.3163
H7 1.4703 2.1912 -1.5587  0.3329
H8 0.5633 3.2453 -2.1722  0.2828
H9 2.8601 -0.2752 0.9697  0.1978
H10 -0.0638 0.6752 2.3879  0.2854
H11 -1.9202 -3.6518 -2.0663  0.3059
H12 -0.9783 1.6213 -1.5355  0.3203
H13 3.3407 -3.5312 -1.7104  0.3052
H14 -0.3753 -2.0154 0.2273  0.3177
H15 2.1290 -2.7043 -2.1079  0.3097
H16 -2.2028 -2.9904 -0.7274  0.3261

=====

Ordering by calculated energy gives the sequence (two), (one), with the first entry being the most stable.

=====

(one)
Below is a 8-piece molecular cluster, H16O8 overall, with properties calculated with wB97M-V/def2-TZVPD.

Orbital gap   10.55 eV
Structure (SMILES)   O.O.O.O.O.O.O.O
Multiplicity   1
HOMO energy   -10.5 eV

Last column: Mulliken charge in e.
Element x y z (Å)
O1 -2.0065 2.1953 1.2849  -0.6859
O2 0.6195 2.6512 0.7189  -0.6161
O3 -2.4005 -0.6227 1.8119  -0.6299
O4 3.2925 -1.2817 0.0389  -0.6459
O5 1.1005 -2.7237 -0.7831  -0.6881
O6 1.9115 1.1403 -1.7501  -0.6225
O7 -0.1035 -0.1597 -0.2121  -0.7704
O8 -2.3675 -0.7657 -1.6541  -0.6311
H1 -0.1565 2.2333 1.0739  0.3486
H2 0.4755 -1.0027 -0.2221  0.4053
H3 -0.6235 -0.2137 0.5959  0.2744
H4 -3.2075 -0.5287 1.3359  0.3208
H5 3.9545 -0.5967 0.0439  0.2943
H6 1.2985 2.7283 1.3979  0.3009
H7 1.7845 -2.5657 -0.1331  0.4250
H8 -2.8865 -0.6197 2.6179  0.2995
H9 -2.3215 1.4013 1.6559  0.3330
H10 -2.8675 0.0373 -1.6391  0.3033
H11 1.5825 -2.3867 -1.5421  0.2956
H12 2.0315 0.2593 -2.1501  0.2684
H13 -2.3065 2.1623 0.3749  0.3121
H14 1.3125 1.0123 -1.0111  0.4021
H15 -1.5905 -0.5007 -1.1461  0.4184
H16 3.4755 -1.8517 -0.7071  0.2883

=====

(two)
Below is a 8-piece molecular cluster, H16O8 overall, with properties calculated with wB97M-V/def2-TZVPD.

Orbital gap   10.23 eV
Structure (SMILES)   O.O.O.O.O.O.O.O
Multiplicity   1
HOMO energy   -10.6 eV

Last column: Mulliken charge in e.
Element x y z (Å)
O1 -12.0690 12.3706 -16.1819  -0.6465
O2 -14.1303 14.9429 -21.9481  -0.6006
O3 -10.9977 17.4320 -20.7342  -0.7182
O4 -13.2569 14.9900 -16.5464  -0.5685
O5 -12.8070 15.5958 -19.5468  -0.7232
O6 -10.7757 16.9974 -17.3098  -0.6273
O7 -14.8385 12.5520 -19.1843  -0.5928
O8 -12.7098 18.8998 -22.0397  -0.6599
H1 -11.3094 16.5845 -21.0516  0.3454
H2 -12.2365 18.3853 -21.3857  0.4411
H3 -15.7826 12.5495 -19.3416  0.3130
H4 -10.0995 17.2657 -20.4482  0.2916
H5 -14.6621 13.4091 -18.7965  0.2722
H6 -12.8375 15.1584 -18.6959  0.3191
H7 -12.6949 15.7400 -16.3516  0.2725
H8 -11.0320 17.2941 -16.4366  0.3135
H9 -13.5706 15.2216 -21.2234  0.3824
H10 -12.3925 13.1897 -16.5569  0.3652
H11 -10.7104 17.8005 -17.8265  0.3154
H12 -12.2993 16.3918 -19.3893  0.3440
H13 -11.7956 12.6043 -15.2948  0.2913
H14 -12.1245 18.9223 -22.7968  0.2867
H15 -13.5428 14.4690 -22.5367  0.3060
H16 -14.1345 15.2754 -16.2921  0.2775

=====

(three)
Below is a 8-piece molecular cluster, H16O8 overall, with properties calculated with wB97M-V/def2-TZVPD.

Orbital gap   10.82 eV
Structure (SMILES)   O.O.O.O.O.O.O.O
Multiplicity   1
HOMO energy   -10.6 eV

Last column: Mulliken charge in e.
Element x y z (Å)
O1 2.9503 0.4975 0.9451  -0.6821
O2 0.8459 2.3625 0.2522  -0.5942
O3 -2.0515 3.0680 -0.0642  -0.6084
O4 -0.6677 0.5010 -1.5836  -0.6847
O5 0.4796 -2.0016 -1.5769  -0.6235
O6 -2.1616 -2.5211 -0.7242  -0.6841
O7 1.5333 -2.2235 1.3756  -0.7144
O8 -1.1439 -0.4696 1.1577  -0.5867
H1 -0.0010 1.1428 -1.2304  0.3579
H2 -0.0182 -1.1706 -1.5072  0.4109
H3 0.8345 -2.0048 -2.4733  0.2605
H4 0.6634 -1.8792 1.6015  0.3204
H5 -2.8163 3.0616 0.5262  0.3086
H6 -1.3121 2.9550 0.5328  0.3014
H7 -2.2342 -1.8186 -0.0866  0.3736
H8 -1.2188 -2.6939 -0.7305  0.3323
H9 -1.7452 0.1847 1.4989  0.2500
H10 3.7685 0.3860 1.4217  0.3013
H11 1.4445 1.8131 0.8158  0.3433
H12 1.4289 3.0376 -0.0917  0.2712
H13 -1.4371 1.0154 -1.9009  0.2808
H14 2.4617 -0.3394 1.0674  0.4074
H15 1.3568 -2.6779 0.5347  0.3260
H16 -0.9597 -0.2249 0.2397  0.3323

=====

(four)
Below is H16O8 as an isolated structure, with properties calculated with wB97M-V/def2-TZVPD.

Orbital gap   6.92 eV
Multiplicity   1
HOMO energy   -7.4 eV

Last column: Mulliken charge in e.
Element x y z (Å)
O1 -1.0022 2.6577 -1.1323  -0.6333
O2 0.4543 0.3518 -0.1264  -0.6947
O3 2.3645 -1.7805 0.6684  -0.6807
O4 -0.3487 -0.7256 1.5925  -0.6221
O5 -2.4035 0.7444 -0.9646  -0.6095
O6 2.3786 0.4160 0.9651  -0.7212
O7 -1.1926 -1.0725 -0.9158  -0.7837
O8 0.1932 -2.4842 0.2710  -0.7318
H1 -0.2018 0.8845 -0.5758  0.0385
H2 0.4078 -0.4964 2.1323  0.3764
H3 -1.7576 1.2801 -1.4252  0.3450
H4 0.1873 -2.2538 1.2001  0.3373
H5 -3.1030 1.3562 -0.7352  0.3063
H6 -0.6038 -0.7966 -1.6183  0.3063
H7 1.9460 -0.9621 0.9353  0.4139
H8 -0.4622 -1.9087 -0.1231  0.4500
H9 3.1546 0.5537 0.4218  0.2995
H10 -1.3261 3.5484 -0.9981  0.2536
H11 1.6417 0.5887 0.3792  0.5409
H12 -0.0559 -0.2694 0.3933  0.6425
H13 2.7991 -1.5694 -0.1580  0.2585
H14 -1.1040 -0.4254 2.0981  0.2399
H15 -1.8807 -0.4073 -0.9043  0.3882
H16 -0.0846 2.7708 -1.3802  0.2803

=====

Ordering by calculated energy gives the sequence (three), (two), (one), (four), with the first entry being the most stable.

=====

(one)
Below is a 8-piece molecular cluster, H16O8 overall, with properties calculated with wB97M-V/def2-TZVPD.

Orbital gap   9.97 eV
Structure (SMILES)   O.O.O.O.O.O.O.O
Multiplicity   1
HOMO energy   -10.5 eV

Last column: Mulliken charge in e.
Element x y z (Å)
O1 7.3240 -19.9130 12.6320  -0.6352
O2 2.5890 -22.2830 12.4290  -0.6481
O3 6.0770 -19.0280 10.2300  -0.6333
O4 2.7200 -23.3940 9.6660  -0.7436
O5 7.2680 -21.3890 7.8510  -0.6082
O6 5.3210 -22.1860 10.2360  -0.6190
O7 3.0650 -23.1180 6.9430  -0.6405
O8 4.9260 -21.0130 13.3600  -0.7061
H1 6.6080 -18.3880 10.7120  0.3283
H2 6.5460 -20.4650 12.7400  0.3816
H3 4.4100 -20.2550 13.0050  0.3301
H4 4.3160 -21.5940 13.8280  0.3310
H5 3.0490 -21.5870 12.0020  0.3132
H6 2.5880 -23.5360 10.5730  0.2858
H7 2.9770 -22.1900 6.8660  0.2900
H8 5.2000 -22.2650 11.2270  0.3503
H9 6.2980 -19.7930 10.7470  0.3025
H10 6.8440 -21.9630 7.1760  0.3136
H11 7.4290 -19.3990 13.4450  0.2910
H12 2.2820 -22.5410 9.5530  0.3304
H13 1.7950 -21.9960 12.8620  0.3117
H14 3.0920 -23.3770 7.8420  0.4157
H15 4.4150 -22.4950 9.9580  0.3673
H16 6.6540 -21.5910 8.5330  0.2912

=====

(two)
Below is a 8-piece molecular cluster, H16O8 overall, with properties calculated with wB97M-V/def2-TZVPD.

Orbital gap   11.64 eV
Structure (SMILES)   O.O.O.O.O.O.O.O
Multiplicity   1
HOMO energy   -11.4 eV

Last column: Mulliken charge in e.
Element x y z (Å)
O1 -2.0217 2.3959 -2.3957  -0.6230
O2 0.0352 -3.6828 2.2404  -0.6255
O3 5.6121 0.8012 -0.8014  -0.6313
O4 2.8963 4.6897 -0.6560  -0.6330
O5 -1.5737 2.2196 4.6219  -0.6398
O6 -0.8906 -5.1275 -2.2298  -0.6359
O7 0.8769 0.4679 0.3412  -0.6397
O8 -4.0616 -1.2213 -1.2225  -0.6319
H1 5.8982 1.5435 -0.2690  0.3142
H2 2.5567 3.8106 -0.4885  0.3159
H3 -2.5223 2.1061 4.6813  0.3203
H4 0.3965 -4.5602 2.3667  0.3152
H5 -4.9373 -1.0644 -1.5758  0.3146
H6 0.7987 -0.4646 0.5425  0.3208
H7 -1.7859 2.0539 -3.2580  0.3196
H8 -2.5744 3.1550 -2.5815  0.3099
H9 0.1322 0.6533 -0.2308  0.3139
H10 -0.9350 -4.9388 -1.2924  0.3176
H11 4.6629 0.7713 -0.6811  0.3158
H12 3.4098 4.9012 0.1237  0.3155
H13 -0.9153 -6.0829 -2.2837  0.3168
H14 -1.3337 1.8047 3.7933  0.3192
H15 -3.4705 -0.8171 -1.8576  0.3160
H16 -0.2536 -3.4144 3.1126  0.3148

=====

Ordering by calculated energy gives the sequence (one), (two), with the first entry being the most stable.